The following is a quantum chemistry calculation of 2 unconnected molecules or ions with the total composition C3H6N2O2 at a distorted geometry, from the OMol25 dataset.

Computed properties:
LUMO level: 0.6 eV
largest force on an atom: 3.3 eV/Å
calculated total energy: -377.8042 Eh
HOMO-LUMO gap: 9.3 eV
energy relative to the best compared isomer or geometry (same formula, charge and spin): 4.221 eV
HOMO: -8.68 eV
total charge: 0

```
13
Properties=species:S:1:pos:R:3:forces:R:3:mulliken_charge:R:1
O 0.0696 3.9009 0.9462 -1.1347 1.4138 -1.0043 -0.432
H -1.8416 -0.7742 -1.0945 0.8789 -0.4100 -0.9235 0.349
O -0.2719 -0.6198 0.3759 -0.3544 -0.1693 0.0430 -0.191
H -2.2715 0.0049 0.3073 1.4008 -2.0673 0.2035 0.234
C -1.5940 -0.8940 -0.0524 -3.2279 -0.2052 0.6609 -0.705
C 0.9144 -0.8447 -0.1547 1.0770 0.2048 0.0709 -0.204
H 2.0511 -1.5544 -1.6716 -0.7874 0.4647 0.9969 0.240
H -2.0362 -1.9631 0.2803 1.2656 2.5778 -0.4188 0.258
C 0.6531 2.9311 1.1671 -0.2206 0.3612 0.6770 0.491
H 0.5283 -1.8850 -1.9903 -2.5699 -0.8861 -1.2118 0.193
H 1.3617 1.0596 1.6371 -0.1043 0.9091 -0.4661 0.389
N 1.0802 -1.4453 -1.3327 2.2966 0.5600 0.6930 -0.213
N 1.3568 2.0841 1.5822 1.4802 -2.7537 0.6793 -0.409
```
Forces are in eV/Å.